Entry 1:
ORCA calculation (the ωB97M-V functional and the def2-TZVPD basis) on 14 unconnected molecules or ions with the total composition C4H36NO14S at a distorted geometry.

## Properties
- net charge = -1
- energy above the lowest of the compared OMol25 structures with the same formula, charge and spin (kJ/mol) = 603.1
- LUMO energy (eV) = 2.42
- orbital gap (eV) = 5.57

CARTESIAN COORDINATES (ANGSTROEM)
S 1.473 -1.037 -3.272
O 2.337 1.877 2.069
O -0.365 3.892 -1.257
O -0.649 3.736 1.470
O -2.459 2.260 -0.586
O -1.762 -3.297 -3.099
O 0.183 1.293 -1.205
O 3.281 2.876 -0.407
O -1.967 -0.417 3.326
O -1.898 -2.178 -0.611
O 0.010 -4.568 -1.193
O -2.612 1.929 2.070
O 0.330 0.883 3.833
O -2.190 0.644 -2.649
O -0.870 -2.267 1.843
N 0.847 -0.422 0.403
C 0.916 -1.807 -1.776
C 1.372 -1.619 -0.398
C 2.872 -1.774 -0.128
C -0.103 0.538 0.060
H -2.695 1.735 -1.366
H 3.285 -2.728 -0.473
H -2.081 -3.112 -0.769
H 0.547 4.153 -1.489
H 2.933 -1.875 0.959
H -0.534 0.716 3.467
H -0.157 -1.625 1.865
H -0.982 -3.814 -2.832
H -1.297 0.674 -2.237
H 2.524 3.451 -0.427
H -0.033 2.969 -1.444
H -0.900 3.597 0.551
H 3.007 2.246 2.647
H -1.732 -2.368 -2.889
H 0.543 0.228 4.486
H 1.677 1.484 2.653
H -0.246 -4.994 -0.390
H -1.046 -0.019 -0.371
H 0.729 -2.499 0.122
H 3.266 2.520 0.469
H -1.978 3.066 -0.800
H 2.779 -1.442 -3.362
H -1.064 -1.837 -1.114
H 0.943 -4.525 -1.475
H 0.035 3.104 1.793
H -1.986 2.635 2.287
H -1.915 -1.226 2.714
H 1.068 1.183 -1.545
H 1.724 0.004 0.643
H 3.487 -0.973 -0.561
H -2.084 -0.169 -3.123
H -0.546 1.251 0.764
H -2.296 0.358 2.873
H -1.180 -2.096 0.869
H -2.687 1.877 1.091
H 0.146 -2.489 -2.077

***

Entry 2:
ORCA calculation (the ωB97M-V functional and the def2-TZVPD basis) on 14 unconnected molecules or ions with the total composition C4H37N2O14 at a distorted geometry.

## Properties
- net charge = +1
- energy above the lowest of the compared OMol25 structures with the same formula, charge and spin (kJ/mol) = 293.6
- LUMO energy (eV) = -2.63
- orbital gap (eV) = 8.72

CARTESIAN COORDINATES (ANGSTROEM)
O -0.041 -1.833 2.548
O 2.408 -0.886 3.902
O 2.550 -2.635 -2.255
O -0.964 1.803 -4.094
O 3.492 -0.755 1.470
O 0.129 1.712 2.143
O 0.153 0.577 4.592
O -2.556 1.640 1.498
O 3.265 1.515 -2.236
O -1.364 -0.904 -3.840
O 1.629 -0.613 -0.817
O -4.479 0.786 -0.925
O 0.785 2.997 -0.417
O 2.513 3.159 1.565
N -0.754 -0.044 0.271
N -3.787 -2.837 -0.589
C 0.697 -0.839 -1.555
C -0.719 -0.636 -1.109
C -1.474 -1.971 -0.927
C -3.007 -1.687 -0.991
H 3.899 -1.575 1.162
H -1.789 2.045 1.936
H 2.887 -3.364 -1.722
H -0.308 -0.718 0.910
H -3.818 -3.079 0.384
H -1.614 2.096 -3.443
H 0.723 -1.573 3.086
H 2.341 4.022 1.954
H -3.349 -1.315 -1.947
H -3.154 -0.964 -0.190
H 3.123 -2.676 -3.032
H -1.300 -2.637 -1.780
H -5.249 0.235 -0.736
H -1.020 -0.147 -4.342
H -3.591 -3.626 -1.184
H -1.235 -2.541 -0.029
H 0.842 2.367 2.054
H -1.724 0.136 0.551
H 1.661 2.605 -0.396
H 0.372 1.127 5.346
H 0.659 -0.243 4.491
H 3.316 -0.300 0.636
H 3.023 -0.158 4.009
H -0.141 2.161 -3.737
H -1.094 -1.754 -4.192
H -4.593 1.510 -0.297
H 2.720 -1.367 3.114
H 0.146 1.513 3.105
H 0.898 3.921 -0.186
H -1.261 0.059 -1.739
H 3.593 1.847 -1.396
H 3.139 2.652 2.090
H 3.195 0.557 -2.152
H -0.521 -2.446 3.115
H -3.164 1.428 2.215
H 0.801 -1.237 -2.565
H -0.052 0.688 0.466

***

Entry 3:
ORCA calculation (the ωB97M-V functional and the def2-TZVPD basis) on 14 unconnected molecules or ions with the total composition C4H37N2O15 at a distorted geometry.

## Properties
- net charge = +1
- energy above the lowest of the compared OMol25 structures with the same formula, charge and spin (kJ/mol) = 323.5
- LUMO energy (eV) = -3.04
- orbital gap (eV) = 9.50

CARTESIAN COORDINATES (ANGSTROEM)
O -2.980 1.494 2.406
O 0.183 -2.634 -2.897
O 1.613 3.014 -1.765
O -2.460 3.925 0.652
O 2.149 -3.376 0.241
O -4.017 -2.506 1.129
O 0.366 -4.144 2.291
O -1.010 4.021 -1.356
O -2.534 1.613 -0.634
O -0.409 -1.319 3.342
O 2.228 -1.322 3.372
O -1.690 1.277 -2.622
O 3.419 0.998 -2.563
O 2.767 -1.761 -2.411
O -1.768 -2.245 -1.001
N 0.307 -0.240 -1.976
N 0.876 2.187 1.868
C 1.167 0.795 1.448
C -0.052 0.249 0.572
C -1.613 1.145 -1.283
C -0.219 0.811 -0.894
H -1.712 4.370 -0.790
H 2.210 -2.047 2.719
H -1.774 -2.532 -1.992
H 0.757 3.307 -2.174
H -0.185 -1.092 -1.776
H -1.088 0.459 1.000
H 2.469 -1.656 4.277
H 2.821 -2.207 -1.586
H 2.527 -4.270 0.126
H 2.096 0.594 0.820
H -3.150 1.539 1.388
H 1.697 -3.530 1.070
H 2.932 -0.767 -2.482
H -2.247 2.151 2.515
H -1.033 -0.922 3.860
H 0.121 0.011 -2.974
H 1.656 2.517 2.501
H -0.441 -3.889 1.788
H 0.562 1.611 -0.920
H -2.291 2.133 -2.916
H -4.474 -1.612 1.034
H 3.321 1.102 -3.461
H 1.296 0.134 2.375
H 1.064 -2.723 -3.252
H 0.162 -3.811 3.172
H -2.317 -2.784 -0.551
H -0.960 4.552 -2.170
H 0.022 -3.161 -2.052
H 2.121 3.889 -1.895
H -2.839 3.177 0.289
H -1.840 3.578 1.385
H 3.114 1.817 -2.078
H 0.113 -0.938 0.585
H 0.853 2.766 0.996
H 0.359 -0.667 3.278
H 1.257 -0.600 -2.044
H -3.504 -2.485 2.014

***

Entry 4:
ORCA calculation (the ωB97M-V functional and the def2-TZVPD basis) on 16 unconnected molecules or ions with the total composition C4H37NO15 at a distorted geometry.

## Properties
- energy above the lowest of the compared OMol25 structures with the same formula, charge and spin (kJ/mol) = 613.7
- LUMO energy (eV) = -0.31
- orbital gap (eV) = 8.19

CARTESIAN COORDINATES (ANGSTROEM)
O 1.695 -3.489 -3.411
O 2.691 1.163 -0.760
O -0.583 -3.600 -1.955
O 0.637 -2.169 3.642
O -3.887 -0.254 1.479
O -1.691 2.587 2.610
O -0.607 -2.718 0.486
O -1.489 0.612 -2.669
O -2.548 -1.128 -0.459
O -0.150 3.012 -0.698
O 0.511 -0.538 -0.995
O 1.591 1.294 -4.474
O -0.317 -1.232 -3.919
O 1.669 3.079 -2.843
O -1.520 1.001 5.388
N 0.211 0.407 2.655
C 1.602 0.593 2.393
C -0.676 0.173 1.796
C 2.456 -0.337 2.012
C 2.098 1.932 2.720
H 0.744 -1.077 -0.240
H 2.510 2.325 1.793
H 1.105 -1.375 3.811
H 2.207 -1.353 1.904
H -0.796 2.836 2.470
H 2.008 2.415 -3.552
H 0.144 -2.524 4.348
H 1.048 1.399 -5.246
H 0.989 3.400 -3.363
H -3.981 -0.918 2.173
H -1.234 -1.456 -4.060
H 2.832 2.071 3.515
H -4.715 0.265 1.314
H 0.265 -3.622 -2.474
H -0.412 -0.228 -0.926
H 1.813 0.777 -0.769
H -2.147 0.746 4.745
H -1.690 0.038 2.187
H -0.240 -0.528 -3.288
H 1.287 2.608 2.974
H -1.971 -1.388 0.291
H -0.917 -3.319 1.148
H 0.227 2.612 -1.480
H 1.144 0.565 -4.050
H -0.682 -3.051 -0.441
H 2.457 1.897 -1.332
H -0.616 0.265 0.737
H -2.108 0.025 -2.120
H -1.281 -2.940 -2.100
H 2.544 -3.147 -3.144
H 0.524 3.575 -0.371
H -0.801 1.006 4.731
H -1.526 1.450 -2.118
H -2.206 2.463 1.754
H 3.498 -0.034 1.821
H -3.469 -1.031 -0.137
H 1.196 -2.820 -3.885

***

Entry 5:
ORCA calculation (the ωB97M-V functional and the def2-TZVPD basis) on 14 unconnected molecules or ions with the total composition C4H38NO13 at a distorted geometry.

## Properties
- net charge = +1
- energy above the lowest of the compared OMol25 structures with the same formula, charge and spin (kJ/mol) = 0.0
- LUMO energy (eV) = -2.35
- orbital gap (eV) = 11.64

CARTESIAN COORDINATES (ANGSTROEM)
O -2.463 -1.786 1.928
O 1.333 -1.039 3.301
O 0.268 3.366 2.177
O -1.337 2.550 0.198
O -0.371 0.997 3.215
O 1.676 -3.155 1.677
O 0.723 -3.374 -0.813
O 2.185 -2.108 -2.656
O -2.977 0.720 1.283
O -1.778 -2.466 -0.553
O 1.368 0.242 -3.678
O -1.614 1.959 -2.408
O -2.843 -0.111 -1.269
N 0.811 1.349 -1.316
C 0.380 -0.275 0.512
C 2.703 2.289 0.012
C 2.151 2.074 -1.364
C 0.940 -0.092 -0.863
H -0.299 3.236 1.389
H -2.045 1.239 -2.054
H -2.059 2.252 -3.188
H -0.119 4.138 2.594
H -3.802 1.063 1.687
H -0.679 -0.053 0.562
H 0.365 1.397 -2.315
H -2.887 -0.203 1.586
H -1.750 -1.984 2.558
H -3.037 0.217 -0.364
H 2.791 1.515 -2.032
H 2.017 2.820 0.658
H -1.673 2.783 -0.676
H 1.072 -3.277 0.127
H 0.730 -0.313 3.236
H 0.919 0.355 1.283
H 2.017 3.061 -1.914
H 2.063 -0.368 -0.909
H -2.321 -3.193 -0.944
H 1.493 -1.179 4.202
H -2.154 -2.165 1.113
H 1.520 -2.443 2.302
H 3.609 2.916 0.017
H -1.935 1.877 0.579
H 2.998 1.393 0.523
H 0.137 1.801 -0.688
H 1.683 -0.629 -3.374
H -2.418 -0.950 -1.128
H -1.224 0.844 2.748
H 2.696 -2.745 -3.128
H 2.495 -3.479 1.910
H 1.679 -2.608 -1.986
H 0.476 -1.337 0.825
H 1.314 0.182 -4.581
H 0.738 -4.336 -0.913
H 0.371 -0.688 -1.687
H -0.048 1.843 2.923
H -0.816 -2.766 -0.726

***

Entry 6:
ORCA calculation (the ωB97M-V functional and the def2-TZVPD basis) on 15 unconnected molecules or ions with the total composition C4H38NO15S at a distorted geometry.

## Properties
- net charge = -1
- energy above the lowest of the compared OMol25 structures with the same formula, charge and spin (kJ/mol) = 42.1
- LUMO energy (eV) = 2.54
- orbital gap (eV) = 8.90

CARTESIAN COORDINATES (ANGSTROEM)
S -2.402 -1.665 -2.996
O 2.702 0.418 -3.679
O -4.738 1.703 1.200
O 2.549 -3.564 -2.475
O 1.734 -1.095 3.200
O -1.173 2.336 -4.229
O 4.202 2.501 0.104
O 2.610 1.262 2.098
O -3.178 -0.556 3.091
O 0.557 -3.325 0.222
O 0.063 -3.218 3.361
O -0.189 3.488 1.764
O 0.615 -1.351 -4.168
O 2.522 0.681 -0.876
O 0.949 -0.515 0.807
O -0.703 -0.166 3.873
N -0.995 1.757 -0.796
C -2.432 -0.174 -0.630
C -2.947 -0.147 -2.041
C -0.986 0.304 -0.502
C -0.364 0.050 0.861
H -1.160 2.588 -3.302
H 1.882 -3.214 -3.089
H 3.625 0.164 -3.629
H 2.437 0.839 -2.843
H -0.408 -0.204 -1.284
H -0.963 -0.564 1.515
H 2.006 0.828 1.446
H 2.577 -0.709 3.410
H 0.417 -0.890 -3.334
H -3.099 0.313 0.068
H 3.706 3.316 0.139
H 0.212 -2.368 2.913
H -4.008 -0.052 -2.265
H 0.386 -3.834 1.013
H 1.958 -3.664 -1.710
H 0.849 -3.659 3.009
H -3.969 1.138 1.353
H 1.777 0.211 -0.283
H -3.431 -1.330 3.597
H -2.235 -0.334 3.305
H 0.645 3.490 2.248
H -0.262 2.208 -4.503
H 1.411 -0.936 2.195
H 1.553 -1.083 -4.158
H -4.860 1.564 0.250
H -2.597 0.686 -2.660
H -0.408 2.295 -0.166
H -1.604 -0.932 -3.768
H -0.863 -0.280 4.824
H -1.848 2.303 -0.771
H 3.319 1.800 1.727
H 0.786 -2.427 0.525
H 3.250 0.073 -0.693
H -0.155 1.004 1.362
H 3.620 1.807 -0.301
H -2.536 -1.172 -0.207
H -0.661 2.727 2.119
H 0.255 -0.426 3.761

***

Entry 7:
ORCA calculation (the ωB97M-V functional and the def2-TZVPD basis) on 16 unconnected molecules or ions with the total composition C4H39NO16.

## Properties
- energy above the lowest of the compared OMol25 structures with the same formula, charge and spin (kJ/mol) = 0.0
- LUMO energy (eV) = 0.36
- orbital gap (eV) = 9.94

CARTESIAN COORDINATES (ANGSTROEM)
O 3.892 -1.516 1.061
O 0.487 -3.036 2.101
O 1.034 0.570 4.933
O -0.853 3.296 -1.038
O -0.369 1.289 2.636
O 3.743 -1.849 -1.670
O -3.444 -0.332 -0.316
O 1.233 -2.221 -2.666
O 0.017 -3.699 -0.643
O 0.251 0.515 -4.127
O -1.977 -2.427 0.917
O -2.570 -0.463 2.679
O -1.152 2.833 -3.722
O 0.071 3.736 1.512
O -2.780 2.181 0.543
O 1.641 -0.627 2.362
N 0.551 0.945 -1.225
C 1.796 1.023 -0.464
C -0.372 -0.082 -0.743
C -2.751 -0.884 -1.148
C -1.536 -0.236 -1.732
H -0.998 3.094 -2.788
H -0.397 4.523 1.811
H 2.390 0.107 -0.509
H -0.154 3.671 0.554
H 4.614 -1.050 1.490
H -0.227 2.511 -1.086
H -1.196 -0.767 -2.621
H -3.309 -0.004 2.261
H 3.065 -1.195 1.488
H -2.024 3.135 -3.986
H -2.197 -1.684 1.540
H -0.315 1.322 -4.115
H 2.144 -2.088 -2.311
H 0.125 -1.046 -0.600
H -0.734 0.224 0.236
H -0.768 -3.217 -0.353
H 1.217 -1.522 2.267
H 0.453 0.127 5.561
H -3.056 -1.872 -1.513
H -0.202 2.197 2.280
H 0.985 -1.393 -3.094
H -0.433 -2.799 1.885
H 1.575 1.273 0.571
H 0.765 0.608 -4.935
H -2.625 -3.104 1.154
H 0.421 0.988 4.293
H 0.410 -3.202 -1.392
H 3.801 -1.749 -0.688
H -2.130 1.980 1.233
H 1.729 -0.461 3.319
H -1.837 0.179 2.732
H 4.231 -2.668 -1.822
H -1.792 0.766 -2.082
H 2.405 1.828 -0.876
H 0.746 0.787 -2.210
H 0.748 -3.467 1.267
H -3.017 1.309 0.159
H -1.685 2.923 -0.664
H 0.357 0.719 2.293

***

Entry 8:
ORCA calculation (the ωB97M-V functional and the def2-TZVPD basis) on a molecular structure, C4H3AgO2 at a distorted geometry.

## Properties
- expectation value of S² = 0.884
- net charge = -1
- LUMO energy (alpha / beta) (eV) = 1.82 / 1.73
- orbital gap (alpha / beta) (eV) = 3.78 / 3.67
- spin multiplicity = 2

CARTESIAN COORDINATES (ANGSTROEM)
Ag -1.811 -1.823 -0.892
O -2.384 -0.075 0.134
O 3.424 0.135 -0.333
C -0.125 0.321 0.060
C 1.119 0.800 -0.446
C 2.248 0.150 0.116
C -1.380 0.821 -0.276
H -3.076 0.629 -0.217
H -0.102 -0.555 0.768
H 2.086 -0.404 1.087

***

Entry 9:
ORCA calculation (the ωB97M-V functional and the def2-TZVPD basis) on a molecular structure, C4H3AuLiO at a distorted geometry.

## Properties
- expectation value of S² = 2.014
- net charge = +3
- LUMO energy (alpha / beta) (eV) = -15.61 / -19.39
- orbital gap (alpha / beta) (eV) = 9.15 / 7.35
- spin multiplicity = 3

CARTESIAN COORDINATES (ANGSTROEM)
Au -0.790 -2.366 0.009
O -2.435 -1.964 -3.090
C -1.903 -0.929 -0.277
C -0.418 -1.151 -2.036
C -1.286 -1.774 -2.900
C -2.212 0.156 -0.820
Li -3.834 -1.288 -1.677
H 0.246 -1.988 -2.803
H -2.677 1.117 -1.000
H 0.245 -0.299 -1.901

***

Entry 10:
ORCA calculation (the ωB97M-V functional and the def2-TZVPD basis) on a molecular structure, C4H3Br2NO at a distorted geometry.

## Properties
- energy above the lowest of the compared OMol25 structures with the same formula, charge and spin (kJ/mol) = 212.0
- LUMO energy (alpha / beta) (eV) = -0.36 / -0.36
- orbital gap (alpha / beta) (eV) = 8.39 / 8.39

CARTESIAN COORDINATES (ANGSTROEM)
Br 2.898 -0.215 -1.297
Br 1.355 2.278 0.071
O 1.786 -1.758 1.035
N -0.104 -0.405 1.454
C -1.760 0.060 -0.415
C 1.440 0.331 -0.174
C 1.283 -0.661 0.896
C -0.642 -0.131 0.420
H -2.262 0.958 -0.291
H -1.458 0.229 -1.375
H -2.536 -0.685 -0.325

***

Entry 11:
ORCA calculation (the ωB97M-V functional and the def2-TZVPD basis) on a molecular structure, C4H3BrN2O2 at a distorted geometry.

## Properties
- energy above the lowest of the compared OMol25 structures with the same formula, charge and spin (kJ/mol) = 315.7
- LUMO energy (eV) = -0.84
- orbital gap (eV) = 8.65

CARTESIAN COORDINATES (ANGSTROEM)
Br -3.200 0.060 -0.311
O 0.976 1.481 0.463
O -1.288 1.549 0.208
N -1.270 -0.368 2.100
N -0.379 -1.172 2.090
C -0.368 -0.694 -0.072
C 0.134 -1.478 0.875
C -1.445 0.196 0.496
C -0.020 2.054 0.208
H 0.898 -2.086 0.768
H 0.079 3.099 -0.250
H -0.047 -0.853 -1.119

***

Entry 12:
ORCA calculation (the ωB97M-V functional and the def2-TZVPD basis) on 2 unconnected molecules or ions with the total composition C4H3BrO at a distorted geometry.

## Properties
- energy above the lowest of the compared OMol25 structures with the same formula, charge and spin (kJ/mol) = 287.9
- LUMO energy (alpha / beta) (eV) = -2.50 / -2.51
- orbital gap (alpha / beta) (eV) = 6.43 / 6.42

CARTESIAN COORDINATES (ANGSTROEM)
Br 2.588 -2.279 -0.242
O -0.780 2.950 -0.996
C -0.222 0.737 -0.124
C -0.724 -0.682 0.138
C 0.641 -0.248 0.411
C -0.490 1.890 -0.631
H -1.433 -0.830 0.947
H 1.329 -0.231 1.222
H -0.909 -1.305 -0.727